Entry 1:
The following is a quantum chemistry calculation of a 10-piece molecular cluster, C4H28O11 overall at a distorted geometry, from the OMol25 dataset.

Computed properties:
⟨S²⟩ ... 0.756
Molar mass ... 252.26 g mol⁻¹
Lowest unoccupied orbital energy (spin up / spin down) ... -0.1064 / -0.3569 Ha
E_HOMO (spin up / spin down) ... -13.527 / -13.516 eV
Net charge ... +1
Strongest force on any atom ... 0.1275 Eh/bohr
HOMO-LUMO gap (spin up / spin down) ... 0.391 / 0.140 Ha
Energy above the lowest of the compared OMol25 structures with the same formula, charge and spin ... 109.0 kcal per mole
2S+1 ... 2
Energy ... -996.320902 Ha

Geometry (Å):
C -0.745 -3.325 1.621
O -1.030 -3.844 0.256
C -0.451 -1.815 1.475
C 1.043 -1.247 1.729
C 0.995 -0.183 2.769
O 1.671 -0.602 0.648
H 0.194 -3.988 1.864
H -1.762 -3.601 2.224
H -1.812 -3.526 -0.187
H -1.235 -1.217 1.899
H -0.679 -1.784 0.331
H 1.562 -2.277 1.787
H 1.719 0.593 2.531
H 0.998 -0.359 3.765
H -0.058 0.405 2.591
H 2.570 -0.302 0.567
H 0.656 0.914 -0.057
H 1.079 0.395 -1.520
O 0.414 0.942 -0.953
H -1.272 0.229 -0.995
H -1.082 -0.616 -2.178
O -1.777 -0.501 -1.457
H -1.577 -3.534 -2.386
H -0.745 -2.303 -2.880
O -0.765 -3.193 -2.979
H 2.712 -0.725 -2.543
H 2.474 0.723 -2.729
O 1.975 -0.132 -2.691
H 0.264 2.631 1.808
H 1.026 2.997 0.432
O 1.174 2.890 1.427
H -0.737 3.776 -0.620
H -0.129 2.476 -1.323
O -0.117 3.433 -1.209
H -3.521 1.973 -2.117
H -2.847 0.633 -2.139
O -2.655 1.612 -2.228
H 2.412 1.612 -0.486
H 3.502 2.328 -1.309
O 3.301 1.522 -0.806
H -2.213 2.408 1.243
H -2.366 2.593 2.740
O -2.168 1.992 2.084

Atomic partial charges in e from the natural (NBO) method, atoms 1 to 4: atom 1 (C): -0.109, atom 2 (O): -0.454, atom 3 (C): -0.425, atom 4 (C): 0.157

Entry 2:
The following is a quantum chemistry calculation of a 11-piece molecular cluster, C4H29NO12 overall at a distorted geometry, from the OMol25 dataset.

Computed properties:
SMILES ... C[C@@H](N)CC(=O)O.O.O.O.O.O.O.O.O.O.O
Molar mass ... 283.27 g mol⁻¹
Lowest unoccupied orbital energy ... 0.0085 Ha
E_HOMO ... -9.824 eV
Strongest force on any atom ... 0.0225 Eh/bohr
HOMO-LUMO gap ... 0.369 Ha
Energy above the lowest of the compared OMol25 structures with the same formula, charge and spin ... 0.0 kcal per mole
2S+1 ... 1
Energy ... -1127.524604 Ha

Geometry (Å):
C -0.016 -3.086 0.192
C -0.146 -1.620 -0.159
N 1.133 -0.895 -0.046
C -0.705 -1.465 -1.590
C -0.295 -0.186 -2.246
O 0.495 -0.057 -3.149
O -0.930 0.899 -1.729
H 0.645 -3.624 -0.501
H 0.367 -3.253 1.202
H -0.995 -3.564 0.116
H -0.803 -1.127 0.553
H 1.497 -0.984 0.887
H 1.843 -1.311 -0.637
H -1.790 -1.567 -1.532
H -0.359 -2.282 -2.203
H -0.444 1.690 -1.957
O 1.901 -2.465 -3.780
H 1.382 -1.642 -3.690
H 2.540 -2.474 -3.033
O -0.351 3.461 2.002
H -0.600 3.058 2.846
H 0.627 3.598 2.105
O 0.866 2.632 -0.587
H 1.013 1.666 -0.561
H 0.362 2.913 0.216
O -1.861 1.468 0.819
H -1.448 2.317 1.062
H -1.477 1.181 -0.038
O 3.947 -2.474 -1.774
H 4.698 -2.020 -2.164
H 4.241 -3.367 -1.567
O -3.370 -2.009 0.613
H -4.076 -2.612 0.869
H -3.750 -1.116 0.672
O 2.311 3.244 2.080
H 2.305 2.300 2.404
H 2.409 3.175 1.122
O 1.995 0.610 3.010
H 2.328 0.492 3.898
H 1.010 0.487 3.075
O -0.765 0.501 3.144
H -1.173 0.780 2.295
H -1.282 -0.269 3.418
O -4.410 0.479 0.973
H -4.926 0.853 0.243
H -3.527 0.918 0.900

Atomic partial charges in e from the natural (NBO) method, atoms 1 to 4: atom 1 (C): -0.624, atom 2 (C): -0.033, atom 3 (N): -0.876, atom 4 (C): -0.552

Entry 3:
The following is a quantum chemistry calculation of a 11-piece molecular cluster, C4H29NO12S overall at a distorted geometry, from the OMol25 dataset.

Computed properties:
SMILES ... C[C@@H](CS)NC(=O)O.O.O.O.O.O.O.O.O.O.O
Molar mass ... 315.34 g mol⁻¹
Lowest unoccupied orbital energy ... 0.0068 Ha
E_HOMO ... -9.076 eV
Strongest force on any atom ... 0.0498 Eh/bohr
HOMO-LUMO gap ... 0.340 Ha
Energy above the lowest of the compared OMol25 structures with the same formula, charge and spin ... 60.6 kcal per mole
2S+1 ... 1
Energy ... -1525.644393 Ha

Geometry (Å):
C -0.393 0.429 1.180
C -0.736 -0.331 -0.108
C -2.173 -0.806 -0.171
S -2.215 -2.665 -0.166
N -0.427 0.473 -1.321
C -0.963 1.684 -1.550
O -1.944 2.217 -1.077
O -0.144 2.347 -2.458
H -1.113 1.225 1.390
H -0.410 -0.268 2.019
H 0.552 0.952 1.059
H 0.047 -1.070 -0.125
H -2.559 -0.716 -1.178
H -2.797 -0.465 0.645
H -2.309 -2.932 1.143
H 0.517 0.369 -1.646
H -0.698 2.884 -3.039
O 2.555 -0.068 -3.105
H 3.139 0.648 -2.826
H 2.438 -0.840 -2.548
O 2.216 -0.695 0.059
H 2.323 -1.348 0.766
H 2.196 -1.214 -0.757
O 0.218 -1.420 -4.166
H 1.093 -0.987 -4.193
H -0.341 -0.790 -4.626
O 2.566 -2.824 2.366
H 1.832 -3.437 2.389
H 2.278 -2.196 3.053
O -0.589 -1.606 3.819
H -0.863 -0.705 3.623
H -1.229 -1.912 4.461
O 0.895 -2.840 -1.838
H 0.355 -2.497 -2.573
H 0.412 -3.209 -1.086
O 4.145 0.879 -0.994
H 3.900 0.187 -0.349
H 3.951 1.736 -0.589
O -2.255 0.791 3.129
H -3.033 1.077 2.603
H -2.120 1.361 3.854
O 0.961 4.530 1.281
H 1.358 3.898 0.702
H 0.177 4.943 0.964
O -3.656 1.428 0.907
H -4.100 2.290 0.935
H -3.055 1.493 0.142

Atomic partial charges in e from the natural (NBO) method, atoms 1 to 4: atom 1 (C): -0.621, atom 2 (C): -0.082, atom 3 (C): -0.517, atom 4 (S): -0.095